Computed, not measured: an isolated molecule of C6H7NO at a distorted geometry, with wB97M-V/def2-TZVPD.

The geometry in ORCA input format:
```
! RIJCOSX wB97M-V def2-TZVPD def2/J DEFGRID3
* xyz 0 3
C -2.134 1.312 -3.339
C -1.467 0.564 -2.621
C 0.407 0.375 1.748
C 0.292 -0.090 0.495
C -0.760 -0.259 -1.689
C 1.500 -0.186 2.719
N -0.356 -1.401 -1.987
O -0.485 0.444 -0.531
H -2.535 2.028 -4.016
H -0.194 1.202 1.961
H 0.763 -1.043 0.026
H 0.891 -0.836 3.346
H 2.177 -0.738 2.070
H 1.721 0.663 3.253
H 0.181 -2.035 -1.435
*
```

Largest force on an atom, Eh/bohr: 0.241
Highest occupied orbital energy (spin up / spin down), Eh: -0.187 / -0.369

Computed, not measured: a structure of composition C27H44BrIrNOP2S at a distorted geometry, with wB97M-V/def2-TZVPD.

The geometry in ORCA input format:
```
! RIJCOSX wB97M-V def2-TZVPD def2/J DEFGRID3
* xyz 4 6
C 0.877 -4.744 -0.137
C 0.438 -3.636 -0.909
C -0.688 -3.811 -1.776
C -1.389 -5.015 -1.675
N -1.027 -5.996 -0.842
C 0.085 -5.888 -0.114
C 1.137 -2.467 -0.670
C 1.962 -1.534 -0.364
C 2.962 -0.708 -0.920
C 2.703 0.673 -0.670
C 3.119 1.634 -1.626
C 3.275 1.063 -2.855
C 3.911 -0.178 -3.068
C 3.754 -1.099 -2.028
Ir 0.581 0.286 -0.745
P -0.813 -0.540 0.988
H -0.975 -3.057 -2.514
H 1.811 -4.684 0.422
H -2.267 -5.193 -2.308
H 0.395 -6.733 0.504
H 4.135 -2.126 -2.095
H 2.363 1.095 0.286
H 4.504 -0.380 -3.962
H 3.120 2.693 -1.421
C -1.500 0.647 2.267
C -2.833 0.288 2.935
H -1.559 1.623 1.767
H -0.714 0.740 3.032
H -3.118 1.094 3.625
H -3.670 0.177 2.232
H -2.750 -0.627 3.538
C -2.346 -1.361 0.299
C -2.811 -2.678 0.924
H -2.115 -1.499 -0.767
H -3.165 -0.625 0.346
H -3.589 -3.125 0.289
H -2.022 -3.443 1.001
H -3.260 -2.511 1.915
C -0.029 -1.816 2.088
C -0.789 -2.187 3.360
H 0.972 -1.410 2.316
H 0.140 -2.703 1.462
H -0.237 -2.956 3.914
H -0.915 -1.330 4.032
H -1.769 -2.617 3.124
Br 2.347 2.079 -4.272
P -0.758 1.960 -1.236
C -2.553 1.992 -0.847
C -3.298 3.307 -1.103
H -2.658 1.727 0.217
H -3.017 1.168 -1.414
H -4.344 3.177 -0.791
H -2.883 4.137 -0.515
H -3.303 3.594 -2.164
C -0.041 3.533 -0.657
C 0.116 4.602 -1.728
H 0.939 3.281 -0.224
H -0.678 3.882 0.170
H 0.540 5.503 -1.268
H 0.806 4.283 -2.517
H -0.837 4.888 -2.190
C -0.540 1.757 -3.040
C -1.671 2.201 -3.952
H -0.332 0.681 -3.179
H 0.410 2.257 -3.311
H -1.429 1.915 -4.983
H -2.611 1.708 -3.690
H -1.833 3.285 -3.946
C 3.999 0.391 4.112
S 3.355 0.311 2.449
C 2.082 1.589 2.496
O 4.473 0.752 1.556
H 3.146 0.496 4.788
H 4.696 1.232 4.196
H 4.522 -0.554 4.299
H 2.577 2.566 2.439
H 1.355 1.490 1.675
H 1.532 1.473 3.433
*
```

Largest force on an atom, Eh/bohr: 0.072
Highest occupied orbital energy (spin up / spin down), Eh: -0.683 / -0.703

Computed, not measured: a structure of composition C12H12BaN3O4, with wB97M-V/def2-TZVPD.

The geometry in ORCA input format:
```
! RIJCOSX wB97M-V def2-TZVPD def2/J DEFGRID3
* xyz 1 1
Ba -0.370 1.114 1.812
O -1.980 1.544 -2.391
C -1.264 1.409 -1.427
O -1.636 1.387 -0.182
C 0.243 1.240 -1.635
C 0.767 1.390 -2.934
C 2.112 1.271 -3.116
C 2.949 0.975 -2.014
C 4.350 0.820 -2.133
C 5.108 0.509 -1.043
C 4.497 0.332 0.217
C 3.147 0.480 0.359
C 2.339 0.814 -0.753
N 0.990 0.970 -0.581
H 0.076 1.604 -3.737
H 2.557 1.394 -4.097
H 4.807 0.949 -3.107
H 6.179 0.389 -1.138
H 5.103 0.069 1.073
H 2.693 0.311 1.330
C -4.101 -3.395 2.321
O -2.763 -2.879 2.414
C -2.521 -1.589 2.313
O -1.372 -1.178 2.449
N -3.566 -0.763 2.069
N -3.314 0.610 1.923
H -4.011 -4.456 2.525
H -4.494 -3.259 1.312
H -4.746 -2.931 3.066
H -4.445 -1.130 1.742
H -4.027 1.123 2.426
H -3.306 0.877 0.937
*
```

Largest force on an atom, Eh/bohr: 0.003
Highest occupied orbital energy, Eh: -0.433

Respective energy relative to the best compared isomer or geometry (same formula, charge and spin) values: 69.4; 137.9; 0.0 kcal/mol.
Respective E_tot values: -362.52136; -4942.46355; -955.11927 a.u..